{"formula": "C39H50Cl2O3P4V", "method": "wB97M-V/def2-TZVPD", "e_tot_ha": -4971.18879, "mol_weight_g_mol": 812.57, "lumo_energy_ev": [-7.01, -6.62], "homo_lumo_gap_ev": [5.70, 6.10], "charge": 2, "s2": 0.76, "spin_multiplicity": 2, "species": ["P", "C", "C", "H", "C", "H", "C", "H", "C", "H", "C", "H", "C", "C", "H", "C", "H", "C", "H", "C", "H", "C", "H", "C", "C", "H", "C", "H", "C", "H", "C", "H", "C", "H", "V", "C", "C", "H", "C", "O", "H", "C", "H", "C", "Cl", "P", "P", "C", "H", "H", "H", "C", "H", "H", "H", "C", "H", "H", "H", "C", "H", "H", "H", "C", "H", "H", "H", "C", "H", "H", "H", "P", "C", "C", "H", "H", "H", "H", "H", "H", "C", "H", "H", "H", "H", "Cl", "C", "C", "C", "C", "C", "C", "C", "O", "O", "H", "H", "H", "H"], "positions_angstrom": [[-1.45, -1.07, -2.65], [-2.80, -0.24, -3.52], [-2.69, 0.04, -4.88], [-1.77, -0.15, -5.41], [-3.76, 0.60, -5.57], [-3.66, 0.83, -6.62], [-4.95, 0.87, -4.91], [-5.78, 1.30, -5.44], [-5.07, 0.57, -3.56], [-6.00, 0.77, -3.04], [-4.01, 0.01, -2.87], [-4.13, -0.22, -1.82], [0.01, -0.93, -3.71], [0.56, 0.34, -3.90], [0.07, 1.20, -3.47], [1.71, 0.50, -4.66], [2.12, 1.48, -4.81], [2.32, -0.61, -5.23], [3.21, -0.49, -5.83], [1.77, -1.87, -5.05], [2.24, -2.74, -5.51], [0.62, -2.04, -4.29], [0.22, -3.03, -4.13], [-1.95, -2.82, -2.57], [-2.66, -3.39, -3.63], [-2.86, -2.83, -4.53], [-3.10, -4.70, -3.53], [-3.64, -5.15, -4.35], [-2.86, -5.43, -2.37], [-3.22, -6.45, -2.29], [-2.19, -4.85, -1.31], [-2.02, -5.40, -0.39], [-1.73, -3.54, -1.41], [-1.23, -3.07, -0.58], [-0.09, 0.87, 1.47], [1.73, 0.06, 1.42], [2.11, -0.70, 0.36], [2.42, 0.26, 2.23], [1.10, -0.84, -0.73], [0.91, -2.20, -1.17], [0.20, -2.18, -1.83], [-0.20, -0.17, -0.28], [1.44, -0.33, -1.64], [-1.29, -0.28, -1.09], [-2.41, 1.67, 1.21], [-0.96, -0.84, 2.89], [0.58, 2.87, 0.40], [-2.07, -0.20, 4.18], [-2.91, 0.29, 3.71], [-1.53, 0.54, 4.77], [-2.42, -1.01, 4.82], [-1.95, -2.16, 2.10], [-1.29, -2.84, 1.58], [-2.63, -1.70, 1.39], [-2.52, -2.72, 2.84], [0.32, -1.76, 3.83], [0.92, -1.03, 4.37], [0.96, -2.29, 3.13], [-0.13, -2.46, 4.52], [0.29, 4.37, 1.40], [1.03, 4.40, 2.20], [-0.69, 4.30, 1.85], [0.36, 5.27, 0.79], [2.37, 2.96, 0.01], [2.62, 2.16, -0.69], [2.92, 2.80, 0.93], [2.64, 3.92, -0.42], [-0.23, 3.26, -1.19], [-1.28, 2.97, -1.11], [0.23, 2.67, -1.98], [-0.16, 4.31, -1.43], [3.69, -1.42, 0.16], [4.87, -0.72, 1.34], [4.32, -1.12, -1.52], [4.55, -0.94, 2.35], [4.93, 0.36, 1.21], [5.85, -1.16, 1.17], [3.68, -1.62, -2.24], [5.33, -1.50, -1.62], [4.32, -0.05, -1.73], [3.73, -3.22, 0.38], [3.28, -3.47, 1.34], [4.76, -3.59, 0.36], [3.16, -3.68, -0.42], [-2.17, 0.29, -0.82], [-0.72, 5.39, 8.92], [-0.23, 4.52, 7.48], [1.13, 4.38, 7.17], [1.52, 3.68, 6.02], [0.56, 3.11, 5.17], [-0.81, 3.27, 5.50], [-1.19, 3.96, 6.64], [0.94, 2.36, 3.95], [2.20, 2.22, 3.61], [-0.03, 1.90, 3.19], [1.88, 4.82, 7.81], [2.58, 3.59, 5.79], [-1.59, 2.85, 4.87], [-2.25, 4.06, 6.88]], "lowdin_charge": [1.102, -0.298, -0.075, 0.107, -0.049, 0.118, -0.042, 0.120, -0.047, 0.119, -0.066, 0.112, -0.325, -0.091, 0.100, -0.049, 0.118, -0.046, 0.119, -0.045, 0.120, -0.054, 0.117, -0.297, -0.058, 0.116, -0.041, 0.120, -0.038, 0.120, -0.042, 0.116, -0.080, 0.074, 0.455, -0.137, -0.362, 0.060, -0.392, -0.042, -0.005, -0.242, 0.125, -0.214, 0.121, 0.796, 0.807, -0.227, 0.032, 0.031, 0.065, -0.224, 0.034, 0.041, 0.062, -0.218, 0.053, 0.035, 0.062, -0.206, 0.051, 0.049, 0.064, -0.219, 0.029, 0.043, 0.063, -0.226, 0.023, 0.018, 0.062, 0.909, -0.151, -0.144, 0.070, 0.069, 0.073, 0.054, 0.074, 0.064, -0.146, 0.064, 0.073, 0.058, -0.003, 0.686, -0.627, -0.074, 0.006, -0.143, -0.013, -0.084, -0.481, -0.036, -0.271, 0.111, 0.120, 0.107, 0.111]}